{
  "formula": "C5H8CsMgO3",
  "method": "the ωB97M-V functional and the def2-TZVPD basis",
  "species": ["C", "C", "H", "H", "H", "Cs", "O", "Mg", "O", "C", "O", "C", "C", "H", "H", "H", "H", "H"],
  "xyz": [[-0.82434, -0.05756, -3.53008], [-1.24469, -1.26591, -3.57709], [-1.33524, 0.86237, -3.25306], [-0.50335, -1.26219, -4.60402], [-1.35764, -1.44387, -1.56643], [4.11162, -1.59669, -1.70134], [-0.40599, 0.27330, 1.02296], [-2.79462, -0.77475, 1.35870], [-1.44114, -0.99356, -0.36454], [-0.44442, -0.17680, -0.20024], [0.45349, -0.02605, -1.05165], [0.87020, 0.54146, 1.66726], [0.57174, 1.18129, 2.99732], [1.37785, -0.42164, 1.81059], [1.46987, 1.18996, 1.01584], [0.10587, 0.45291, 3.67321], [1.52996, 1.50880, 3.41997], [-0.13916, 2.00891, 2.88261]],
  "charge": 2,
  "relative_energy_kcal_mol": 45.34,
  "energy_ev": -17429.75953,
  "homo_lumo_gap_ha": [0.272, 0.351],
  "lumo_energy_ev": [-6.471, -7.316],
  "homo_energy_ha": [-0.5102, -0.6194],
  "multiplicity": 2
}

---

{
  "formula": "C5H8ErLiO3",
  "method": "the ωB97M-V functional and the def2-TZVPD basis",
  "species": ["C", "C", "H", "H", "H", "Er", "O", "Li", "O", "C", "O", "C", "C", "H", "H", "H", "H", "H"],
  "xyz": [[1.26547, -4.34049, 0.53826], [1.81560, -4.15369, -0.65317], [1.72461, -3.97562, 1.46468], [0.30302, -4.86857, 0.62302], [1.70136, -4.64595, -1.62623], [2.02969, -1.60386, -1.04405], [-0.18241, 2.00391, 0.54051], [0.38959, 3.17923, 2.16963], [1.54162, 1.65013, 1.79951], [0.87370, 1.22122, 0.85289], [1.08977, 0.19546, 0.16455], [-0.98226, 1.75694, -0.63100], [-2.25406, 2.55865, -0.51058], [-0.40445, 2.05571, -1.51609], [-1.19013, 0.68018, -0.69484], [-2.11034, 3.42622, 0.14673], [-2.53907, 2.91927, -1.50782], [-3.07170, 1.94127, -0.11600]],
  "charge": 3,
  "relative_energy_kcal_mol": 0.00,
  "energy_ev": -39250.36062,
  "homo_lumo_gap_ha": [0.213, 0.206],
  "lumo_energy_ev": [-14.793, -14.977],
  "homo_energy_ha": [-0.7565, -0.7565],
  "multiplicity": 5
}

---

{
  "formula": "C5H8F2S",
  "method": "the ωB97M-V functional and the def2-TZVPD basis",
  "species": ["C", "C", "C", "C", "C", "H", "H", "H", "H", "H", "H", "H", "H", "F", "F", "S"],
  "xyz": [[0.26143, 0.84842, 1.43547], [0.59045, -0.32205, 0.41459], [-0.30635, -0.67785, -0.47911], [-1.68883, -0.10927, -0.51606], [-0.07848, -1.74908, -1.33499], [-0.09483, 3.46067, 0.91269], [-0.78892, 1.20278, 1.48684], [0.42291, 0.31972, 2.41168], [1.65997, -1.02052, 0.52237], [-2.09226, 0.43476, -1.52047], [-2.14471, 0.80396, 0.24543], [-0.35742, -2.74014, -0.65730], [-0.80310, -1.66564, -2.24483], [-2.59205, -1.31701, -0.30284], [1.31718, -1.68690, -1.73752], [1.43768, 2.39366, 1.25547]],
  "relative_energy_kcal_mol": 109.83,
  "energy_ev": -21579.22520,
  "homo_lumo_gap_ha": 0.317,
  "lumo_energy_ev": -0.806,
  "homo_energy_ha": -0.3464
}

---

{
  "formula": "C5H8F2S",
  "method": "the ωB97M-V functional and the def2-TZVPD basis",
  "species": ["C", "C", "C", "C", "C", "H", "H", "H", "H", "H", "H", "H", "H", "F", "F", "S"],
  "xyz": [[-1.30618, -0.93309, 1.19520], [-0.86783, -0.76591, -0.29561], [0.59141, -0.72615, -0.69092], [1.57295, 0.13754, -0.46811], [1.39777, 1.53596, -0.12296], [-0.37718, -0.17765, 1.86117], [-1.12150, -2.23610, 1.30695], [-2.46463, -0.54869, 1.37879], [-1.26913, -1.74283, -0.84014], [-2.00284, 1.38832, -0.42243], [2.02348, 1.91137, 0.75652], [1.50941, 2.38312, -0.90239], [0.28544, 1.71203, 0.36224], [1.11629, -1.86608, -1.17406], [2.89005, -0.34669, -0.61229], [-1.97751, 0.27485, -1.33196]],
  "relative_energy_kcal_mol": 71.39,
  "energy_ev": -21580.89186,
  "homo_lumo_gap_ha": 0.354,
  "lumo_energy_ev": 0.544,
  "homo_energy_ha": -0.3340
}

---

{
  "formula": "C5H8F8N2O13S5V",
  "method": "the ωB97M-V functional and the def2-TZVPD basis",
  "species": ["O", "V", "O", "N", "S", "O", "O", "F", "S", "O", "O", "F", "C", "F", "F", "F", "S", "O", "O", "N", "S", "O", "O", "C", "F", "F", "F", "O", "S", "O", "O", "C", "C", "C", "H", "H", "H", "H", "H", "H", "H", "H"],
  "xyz": [[0.53747, -0.79406, -0.91259], [-0.72688, -1.02020, 0.04741], [-0.38707, -1.79059, 1.40767], [-1.32480, 0.86389, 0.49512], [-1.59477, 1.58426, 2.08820], [-2.93802, 1.40693, 2.60839], [-0.90254, 2.78899, 2.44715], [-0.77133, 0.46000, 2.93567], [-1.89858, 2.12078, -0.24035], [-0.97636, 3.23284, -0.51037], [-3.31631, 2.39788, -0.04716], [-1.75640, 1.40026, -1.70296], [-4.52776, -1.99237, 0.36422], [-5.54145, -2.61313, 1.01301], [-5.04299, -1.18534, -0.53838], [-3.79404, -1.23753, 1.23228], [-3.31175, -3.33131, -0.36398], [-2.74076, -3.98881, 0.87309], [-4.10860, -4.27652, -1.23878], [-2.15774, -2.25566, -1.12715], [-2.65600, -2.10532, -2.64196], [-4.13622, -2.14051, -2.78380], [-2.03153, -0.94892, -3.28994], [-2.04821, -3.68733, -3.72901], [-2.06231, -3.30047, -4.98208], [-0.88046, -4.16515, -3.30532], [-2.97168, -4.60674, -3.52366], [2.16284, 3.10835, 1.93263], [2.97965, 3.10515, 0.70717], [2.89387, 4.11613, -0.36665], [4.57413, 2.97847, 1.15265], [4.95470, 1.89524, 2.01450], [6.34049, 1.46395, 1.56182], [2.73825, 1.50293, -0.15548], [4.27909, 1.03994, 2.02462], [4.91231, 2.28769, 3.03051], [6.99357, 1.13896, 2.37173], [6.84125, 2.21751, 0.95396], [6.21854, 0.56213, 0.96186], [3.60676, 1.42774, -0.80980], [1.72102, 1.64638, -0.51985], [2.85055, 0.69338, 0.56571]],
  "charge": -1,
  "relative_energy_kcal_mol": 0.00,
  "energy_ev": -136514.26456,
  "homo_lumo_gap_ha": 0.342,
  "lumo_energy_ev": 0.850,
  "homo_energy_ha": -0.3109
}

---

{
  "formula": "C5H8FIN2S",
  "method": "the ωB97M-V functional and the def2-TZVPD basis",
  "species": ["C", "C", "C", "C", "C", "N", "N", "F", "S", "I", "H", "H", "H", "H", "H", "H", "H", "H"],
  "xyz": [[0.34643, -3.27450, -0.75376], [0.05498, 1.15853, -0.62371], [0.85771, -2.30730, 1.40387], [-2.16118, 1.39647, 0.92279], [1.29947, 0.68963, -1.16963], [-0.42780, 2.10188, -1.28029], [0.63326, -2.54909, 0.22759], [0.46173, -2.72114, -1.95563], [-0.49061, 0.51951, 0.93111], [2.92998, 0.93182, 0.32757], [0.26156, -1.62614, 1.92556], [1.73649, -2.66908, 1.84488], [1.79444, 1.24428, -2.05935], [-3.06733, 0.86933, 1.08104], [-2.25362, 1.74006, -0.11497], [-2.05708, 2.29767, 1.60244], [1.35113, -0.41542, -1.28349], [-1.26956, 2.61349, -1.02601]],
  "relative_energy_kcal_mol": 63.21,
  "energy_ev": -29943.84429,
  "homo_lumo_gap_ha": 0.321,
  "lumo_energy_ev": -0.083,
  "homo_energy_ha": -0.3244
}

---

{
  "formula": "C5H8FN",
  "method": "the ωB97M-V functional and the def2-TZVPD basis",
  "species": ["C", "C", "C", "C", "C", "N", "F", "H", "H", "H", "H", "H", "H", "H", "H"],
  "xyz": [[-1.87155, -0.13095, 0.55629], [-3.07932, 0.03786, 0.69612], [1.77094, -0.06473, -0.18825], [-0.47479, -0.13047, 0.84078], [0.33154, -0.14479, -0.53949], [-5.46856, -0.18251, 0.36416], [-5.77851, 0.43606, -0.75621], [2.34250, 0.07288, -0.98696], [2.14174, -0.90610, 0.33764], [1.92482, 0.79611, 0.35207], [-0.09607, -1.11353, 1.35267], [-0.09665, 0.58084, 1.47034], [-0.01398, 0.70320, -1.22605], [0.21867, -1.21908, -1.03345], [-5.63258, 0.49934, 1.04231]],
  "relative_energy_kcal_mol": 203.39,
  "energy_ev": -9512.96914,
  "homo_lumo_gap_ha": [0.330, 0.280],
  "lumo_energy_ev": [-0.877, -1.888],
  "homo_energy_ha": [-0.3622, -0.3498]
}

---

{
  "formula": "C5H8FN2",
  "method": "the ωB97M-V functional and the def2-TZVPD basis",
  "species": ["C", "N", "C", "C", "N", "C", "C", "F", "H", "H", "H", "H", "H", "H", "H", "H"],
  "xyz": [[2.51018, -0.33123, -0.06309], [1.06949, 0.01353, 0.11573], [0.71412, 1.34402, 0.38775], [-0.66083, 1.24890, 0.30151], [-1.05951, -0.01699, -0.12644], [-2.53194, -0.36370, -0.23823], [0.05155, -0.76728, -0.05568], [0.12376, -2.01869, -0.34041], [2.75245, -1.01524, 0.79791], [2.70523, -0.99532, -0.85417], [3.08411, 0.51041, -0.10115], [1.41255, 2.08586, 0.68271], [-1.50225, 1.88111, 0.34345], [-2.76640, -1.42329, -0.59882], [-3.03906, -0.28360, 0.81459], [-2.86345, 0.13152, -1.06569]],
  "charge": 1,
  "relative_energy_kcal_mol": 20.21,
  "energy_ev": -11004.53286,
  "homo_lumo_gap_ha": 0.414,
  "smiles": "Cn1cc[n+](C)c1F",
  "lumo_energy_ev": -3.079,
  "homo_energy_ha": -0.5272
}